Density functional theory data (ωB97M-V/def2-TZVPD) for a 2-piece molecular cluster, C5H13NO2 overall at a distorted geometry.

Geometry (Å):
H: -1.042 1.525 1.197
O: -4.741 -0.109 -2.724
O: 1.739 -0.712 -2.616
C: 1.259 -0.651 -1.517
H: 1.969 0.978 0.340
H: 0.246 -0.256 -1.340
H: 0.115 -0.813 1.752
H: -4.729 0.215 -3.609
H: -4.012 0.348 -2.290
H: -1.523 0.156 3.193
C: -0.198 1.225 1.831
N: 0.341 0.016 1.234
H: 2.424 -0.039 1.648
H: 1.586 -2.019 0.113
C: 1.724 0.018 0.808
C: -0.770 0.946 3.212
H: 0.035 0.747 3.902
H: 3.036 -1.163 -0.395
H: -1.382 1.787 3.555
C: 1.958 -1.060 -0.254
H: 0.552 2.011 1.793

Forces on atoms 1 to 6 (eV/Å):
0.1 0.4 0.0
0.1 -0.3 1.1
0.1 0.0 -0.3
0.1 -0.3 0.2
-0.3 0.1 0.0
-0.2 0.1 -0.1

Output
Structure (SMILES) ... CCNCCC=O.O
E_tot ... -10979.9969 eV
Total charge ... 0
Strongest force on any atom ... 0.025 hartree/bohr
E_LUMO ... 0.7 eV
E_HOMO ... -8.701 eV
Gap between HOMO and LUMO ... 9.37 eV
2S+1 ... 1